{"formula": "C2H2N3O5S", "method": "ωB97M-V/def2-TZVPD", "symbols": ["C", "C", "N", "N", "N", "O", "O", "O", "O", "O", "S", "H", "H"], "coordinates": [[-0.01, -0.04, 1.85], [0.23, -0.30, 0.50], [-0.20, 0.19, 2.98], [-2.12, 0.11, 0.02], [0.48, -1.54, -0.01], [-0.09, 1.11, -1.86], [1.24, -2.28, 0.62], [0.11, -1.67, -1.17], [1.06, 2.20, 0.00], [2.09, 0.19, -1.10], [0.90, 1.01, -0.77], [-1.84, 1.17, -0.12], [-1.86, -0.14, -0.94]], "charge": -1, "energy_ha": -1015.9201, "de_lowest_kcal_mol": 66.4, "homo_energy_ev": [-6.245, -6.527], "homo_lumo_gap_ev": [8.50, 7.90], "lumo_ha": [0.083, 0.051]}


{"formula": "C8H17ClO2Si", "method": "ωB97M-V/def2-TZVPD", "symbols": ["C", "C", "C", "C", "C", "C", "C", "C", "O", "O", "Si", "Cl", "H", "H", "H", "H", "H", "H", "H", "H", "H", "H", "H", "H", "H", "H", "H", "H", "H"], "coordinates": [[-0.38, 0.38, -0.44], [-0.46, 2.97, 1.26], [1.41, 0.19, -3.02], [-0.58, -3.27, 0.75], [0.91, -1.33, 3.27], [-1.29, 2.76, -0.08], [0.04, -0.46, -2.60], [-0.93, 1.56, -0.88], [-0.03, -0.06, 0.81], [-0.06, -0.69, -1.21], [0.80, -2.28, 1.66], [2.56, -2.58, 0.80], [-0.65, 3.88, 1.91], [-0.71, 2.17, 1.88], [0.61, 2.88, 1.01], [2.14, -0.43, -2.62], [1.27, 0.12, -4.07], [1.36, 1.16, -2.52], [-1.35, -2.60, 0.40], [-0.09, -3.78, -0.09], [-1.11, -3.98, 1.37], [0.48, -0.43, 2.83], [-0.02, -1.66, 3.80], [1.75, -1.29, 4.00], [-0.96, 3.57, -0.64], [-2.41, 2.82, 0.24], [-0.09, -1.36, -3.13], [-0.70, 0.19, -2.89], [-1.50, 1.54, -1.80]], "energy_ha": -1215.1065, "de_lowest_kcal_mol": 1.9, "homo_energy_ev": -6.887, "homo_lumo_gap_ev": 6.65, "lumo_ha": -0.009}


{"formula": "C41H60AlBBrCl5CsF6N2NaO17P", "method": "ωB97M-V/def2-TZVPD", "symbols": ["C", "C", "C", "O", "C", "C", "C", "O", "Br", "C", "C", "C", "C", "C", "C", "C", "C", "O", "C", "C", "C", "C", "C", "C", "C", "C", "C", "C", "B", "O", "C", "C", "N", "C", "N", "C", "C", "O", "H", "H", "H", "H", "H", "H", "H", "H", "H", "H", "H", "H", "H", "H", "H", "H", "H", "H", "H", "H", "H", "H", "H", "H", "H", "H", "H", "H", "H", "H", "H", "H", "H", "H", "H", "H", "H", "H", "H", "H", "H", "H", "H", "H", "F", "P", "F", "F", "F", "F", "F", "Cs", "C", "C", "O", "C", "O", "O", "H", "H", "H", "H", "Na", "C", "C", "C", "O", "C", "O", "O", "H", "H", "H", "H", "H", "H", "C", "O", "O", "O", "C", "Cl", "Cl", "Cl", "Cl", "C", "O", "C", "O", "O", "C", "H", "H", "H", "H", "H", "H", "Al", "Cl"], "coordinates": [[-1.94, 6.71, -1.36], [-1.07, 5.41, -1.79], [-0.22, 4.88, -0.50], [-0.87, 3.86, 0.29], [-0.28, 2.54, 0.29], [0.96, 2.59, 1.42], [2.35, 3.20, 0.88], [2.57, 4.45, 1.05], [3.82, 2.22, 0.06], [0.29, 2.02, -1.06], [0.94, 0.59, -1.01], [0.89, -0.35, 0.10], [1.56, -1.65, -0.01], [2.27, -2.08, -1.22], [2.29, -1.16, -2.35], [1.64, 0.16, -2.24], [1.73, 1.05, -3.54], [-1.23, 1.71, 0.92], [-2.17, 1.05, 0.07], [-3.09, 0.15, 1.04], [-2.56, 0.05, 2.49], [-2.89, 1.03, 3.55], [-2.44, 0.91, 4.95], [-1.62, -0.22, 5.41], [-1.23, -1.20, 4.39], [-1.70, -1.07, 2.95], [-1.22, -2.22, 1.99], [-3.02, 1.93, -0.92], [-3.38, 0.93, -2.16], [-3.89, -0.37, -1.97], [-3.12, 1.38, -3.70], [-1.95, 0.52, -4.39], [-4.26, 2.50, -0.38], [-5.09, 3.21, -1.36], [-4.34, 4.14, -2.25], [-4.08, 3.41, 0.76], [-5.25, 3.28, 1.86], [-6.02, 2.07, 1.71], [-2.89, 6.82, -1.95], [-2.16, 6.67, -0.24], [-1.32, 7.67, -1.58], [-0.30, 5.77, -2.53], [-1.64, 4.60, -2.30], [-0.14, 5.85, 0.19], [0.84, 4.69, -0.88], [0.57, 3.32, 2.24], [1.11, 1.62, 1.93], [-0.50, 1.96, -1.87], [1.09, 2.68, -1.51], [0.34, -0.09, 1.03], [1.57, -2.39, 0.83], [2.78, -3.06, -1.30], [2.79, -1.43, -3.30], [2.79, 1.24, -3.85], [1.11, 1.99, -3.48], [1.28, 0.44, -4.37], [-1.67, 0.26, -0.57], [-4.15, 0.52, 1.09], [-3.14, -0.90, 0.64], [-3.54, 1.91, 3.32], [-2.75, 1.67, 5.71], [-1.33, -0.29, 6.49], [-0.61, -2.06, 4.75], [-1.56, -2.09, 0.94], [-1.56, -3.21, 2.41], [-0.10, -2.23, 2.07], [-2.40, 2.74, -1.38], [-3.43, -0.93, -2.63], [-2.94, 2.47, -3.81], [-4.06, 1.12, -4.26], [-2.38, -0.06, -5.26], [-1.52, -0.27, -3.71], [-1.09, 1.15, -4.73], [-5.80, 3.86, -0.76], [-5.78, 2.54, -1.95], [-5.03, 4.54, -2.90], [-4.02, 4.94, -1.69], [-3.13, 3.29, 1.33], [-4.12, 4.49, 0.44], [-4.87, 3.46, 2.90], [-5.97, 4.13, 1.65], [-6.28, 1.72, 2.59], [-0.01, -6.35, -1.16], [-0.48, -5.39, 0.07], [-1.94, -4.94, 0.67], [0.91, -4.57, -0.19], [-0.83, -6.88, 0.58], [-1.14, -4.42, -1.08], [0.12, -5.11, 1.56], [0.22, 5.33, 1.64], [-6.32, -5.29, 0.26], [-5.50, -4.57, 1.29], [-4.86, -5.64, 1.98], [-4.81, -6.70, 1.13], [-4.19, -7.69, 1.33], [-5.57, -6.48, 0.02], [-6.43, -4.72, -0.66], [-7.31, -5.57, 0.62], [-4.74, -3.92, 0.85], [-6.12, -3.98, 1.98], [0.83, -0.26, 3.71], [2.12, -2.87, -5.45], [1.36, -4.15, -5.17], [2.23, -5.26, -4.62], [1.57, -6.43, -5.08], [0.89, -6.09, -6.20], [0.39, -6.86, -6.95], [0.87, -4.74, -6.37], [2.84, -2.65, -4.68], [2.62, -2.91, -6.42], [1.41, -2.03, -5.50], [0.51, -3.96, -4.51], [2.28, -5.24, -3.53], [3.25, -5.25, -5.02], [-8.08, 3.50, 3.59], [-7.53, 2.53, 4.09], [-9.20, 3.49, 3.02], [-7.62, 4.67, 3.58], [5.84, -0.67, 4.27], [4.85, 0.16, 3.05], [5.61, 0.10, 5.85], [5.36, -2.37, 4.36], [7.55, -0.57, 3.80], [12.46, -2.57, 4.21], [13.21, -1.75, 3.33], [12.45, -0.94, 2.54], [11.26, -0.89, 2.54], [13.27, -0.23, 1.78], [12.61, 0.68, 0.88], [13.17, -3.17, 4.78], [11.87, -1.95, 4.90], [11.81, -3.25, 3.65], [12.04, 1.41, 1.43], [11.98, 0.13, 0.18], [13.38, 1.19, 0.31], [14.18, -2.00, 5.79], [-1.14, 9.32, -0.75]], "charge": 1, "energy_ha": -9251.3235, "homo_energy_ev": -7.549, "homo_lumo_gap_ev": 0.67, "lumo_ha": -0.253}


{"formula": "C5H5FN2O6", "method": "ωB97M-V/def2-TZVPD", "symbols": ["C", "C", "C", "C", "C", "N", "N", "O", "O", "O", "O", "O", "O", "F", "H", "H", "H", "H", "H"], "coordinates": [[2.14, -1.23, 0.25], [1.31, -0.43, 1.13], [1.08, 0.33, -1.09], [0.65, 0.63, 0.32], [-1.44, 0.26, 0.43], [-1.64, -0.86, -0.38], [-2.00, 1.55, -0.18], [2.75, -2.23, 0.48], [-1.72, -0.69, -1.56], [-1.63, -1.91, 0.17], [-1.50, 1.92, -1.21], [-2.96, 1.92, 0.41], [1.88, -0.85, -1.11], [-1.66, 0.23, 1.72], [0.55, -1.22, 1.25], [1.82, -0.13, 2.03], [0.22, 0.02, -1.68], [1.60, 1.03, -1.57], [0.55, 1.65, 0.58]], "energy_ha": -854.0462, "de_lowest_kcal_mol": 0.0, "homo_energy_ev": -10.843, "homo_lumo_gap_ev": 9.48, "lumo_ha": -0.050}


{"formula": "C30H70N10O10", "method": "ωB97M-V/def2-TZVPD", "symbols": ["C", "N", "C", "C", "O", "H", "H", "H", "H", "H", "H", "H", "C", "N", "C", "C", "O", "H", "H", "H", "H", "H", "H", "H", "C", "N", "C", "C", "O", "H", "H", "H", "H", "H", "H", "H", "C", "N", "C", "C", "O", "H", "H", "H", "H", "H", "H", "H", "C", "N", "C", "C", "O", "H", "H", "H", "H", "H", "H", "H", "C", "N", "C", "C", "O", "H", "H", "H", "H", "H", "H", "H", "C", "N", "C", "C", "O", "H", "H", "H", "H", "H", "H", "H", "C", "N", "C", "C", "O", "H", "H", "H", "H", "H", "H", "H", "C", "N", "C", "C", "O", "H", "H", "H", "H", "H", "H", "H", "C", "N", "C", "C", "O", "H", "H", "H", "H", "H", "H", "H"], "coordinates": [[19.20, -17.38, 23.69], [18.96, -16.59, 22.50], [17.99, -15.51, 22.74], [19.65, -16.60, 21.32], [19.47, -15.89, 20.30], [19.84, -18.18, 23.31], [18.32, -17.95, 23.99], [19.65, -16.82, 24.51], [17.59, -15.13, 21.80], [17.21, -15.98, 23.35], [18.37, -14.72, 23.38], [20.33, -17.44, 21.12], [17.44, -18.33, 28.04], [15.99, -18.42, 27.57], [15.02, -18.98, 28.61], [15.86, -18.20, 26.26], [14.85, -18.58, 25.65], [17.67, -19.29, 28.50], [17.49, -17.49, 28.74], [18.05, -18.34, 27.14], [15.57, -19.80, 29.07], [14.80, -18.21, 29.35], [14.10, -19.19, 28.06], [16.70, -17.67, 25.78], [20.94, -13.30, 27.12], [20.24, -14.59, 27.12], [20.68, -15.55, 28.16], [19.01, -14.62, 26.52], [18.23, -15.61, 26.62], [20.50, -12.33, 26.91], [21.92, -13.26, 26.64], [21.21, -13.25, 28.17], [20.90, -15.12, 29.14], [20.00, -16.39, 28.29], [21.68, -15.82, 27.81], [18.77, -13.61, 26.14], [24.09, -18.95, 24.81], [23.27, -18.63, 25.98], [24.12, -18.13, 27.09], [21.96, -18.94, 26.09], [21.25, -18.57, 27.00], [24.82, -19.73, 25.03], [24.45, -18.03, 24.37], [23.35, -19.16, 24.03], [24.38, -17.08, 26.95], [23.59, -18.30, 28.03], [25.06, -18.67, 27.22], [21.62, -19.50, 25.20], [24.63, -20.09, 19.14], [24.54, -19.99, 20.62], [23.64, -18.89, 21.05], [25.33, -20.54, 21.55], [26.41, -21.09, 21.28], [25.11, -20.98, 18.72], [25.11, -19.24, 18.63], [23.67, -20.31, 18.68], [24.09, -17.97, 20.69], [22.73, -18.98, 20.46], [23.48, -18.67, 22.10], [25.05, -20.32, 22.59], [15.73, -13.37, 25.00], [15.25, -12.00, 24.57], [13.80, -11.78, 24.96], [15.91, -11.26, 23.61], [15.30, -10.26, 23.14], [16.28, -13.43, 25.94], [16.39, -13.98, 24.39], [15.00, -14.17, 25.16], [13.69, -11.39, 25.97], [13.35, -10.91, 24.48], [13.14, -12.64, 24.87], [16.87, -11.59, 23.19], [21.15, -16.68, 16.51], [20.23, -15.64, 15.97], [20.70, -14.86, 14.81], [19.19, -15.28, 16.73], [18.48, -14.32, 16.42], [21.78, -17.06, 15.70], [20.46, -17.46, 16.82], [21.63, -16.40, 17.45], [21.63, -14.41, 15.16], [20.87, -15.52, 13.95], [19.98, -14.10, 14.49], [19.11, -15.98, 17.58], [16.88, -12.31, 20.50], [15.75, -13.07, 19.99], [14.56, -13.46, 20.71], [15.96, -13.55, 18.75], [15.13, -14.25, 18.16], [17.56, -11.90, 19.75], [17.58, -12.54, 21.31], [16.51, -11.40, 20.99], [14.08, -12.49, 20.86], [13.88, -14.16, 20.24], [14.80, -13.85, 21.70], [16.84, -13.13, 18.24], [11.98, -14.49, 22.78], [12.48, -15.70, 23.41], [13.85, -15.99, 23.09], [11.80, -16.46, 24.26], [10.75, -16.20, 24.83], [11.86, -13.61, 23.42], [10.96, -14.64, 22.43], [12.51, -14.25, 21.86], [14.23, -16.96, 23.39], [14.03, -16.03, 22.02], [14.58, -15.29, 23.51], [12.44, -17.31, 24.51], [20.14, -13.16, 19.15], [20.71, -12.17, 20.01], [20.76, -12.56, 21.42], [21.04, -10.95, 19.59], [21.36, -10.12, 20.39], [20.34, -13.03, 18.08], [19.06, -13.30, 19.18], [20.63, -14.10, 19.38], [21.50, -13.35, 21.56], [21.02, -11.71, 22.05], [19.82, -13.01, 21.73], [21.16, -10.88, 18.50]], "smiles": "CN(C)C=O.CN(C)C=O.CN(C)C=O.CN(C)C=O.CN(C)C=O.CN(C)C=O.CN(C)C=O.CN(C)C=O.CN(C)C=O.CN(C)C=O", "energy_ha": -2484.8469, "de_lowest_kcal_mol": 266.9, "homo_energy_ev": -8.977, "homo_lumo_gap_ev": 8.67, "lumo_ha": -0.011}